Density functional theory data (ωB97M-V/def2-TZVPD) for one molecule with the formula C7H14.

```
21
C7H14 ωB97M-V/def2-TZVPD
C 2.32 0.32 -2.62
C 1.94 0.64 -1.39
C 1.59 -0.43 -0.36
C 0.42 -0.08 0.54
C -0.91 -0.27 -0.18
C -2.14 0.15 0.63
C -2.06 -0.06 2.13
H 2.28 -0.72 -2.94
H 2.70 1.03 -3.34
H 2.21 1.58 -0.92
H 1.35 -1.33 -0.94
H 2.53 -0.62 0.17
H 0.46 -0.74 1.42
H 0.55 0.92 0.98
H -1.00 -1.34 -0.41
H -0.89 0.28 -1.12
H -3.00 -0.41 0.25
H -2.38 1.21 0.46
H -1.76 -1.05 2.46
H -2.94 0.33 2.64
H -1.29 0.60 2.54
```

Output
* structure (SMILES): C=CCCCCC
* energy relative to the best compared isomer or geometry (same formula, charge and spin): 105.1 kJ/mol

Atom charges from the natural (NBO) analysis, given in e for atoms 1 to 4:
1. C -0.395
2. C -0.171
3. C -0.431
4. C -0.399